{"formula": "C6H17FOSTa", "method": "wB97M-V/def2-TZVPD", "max_force_ha_per_bohr": 0.02280, "gap_ev": 7.80, "charge": -1, "homo_energy_ev": -4.548, "elements": ["Ta", "S", "F", "O", "C", "C", "C", "C", "C", "C", "H", "H", "H", "H", "H", "H", "H", "H", "H", "H", "H", "H", "H", "H", "H", "H", "H"], "positions_angstrom": [[0.692, 1.438, 0.489], [0.420, -0.420, 2.170], [-2.844, -0.087, -1.359], [1.130, 0.355, -1.099], [3.108, -1.507, -0.209], [-3.032, -0.152, 0.048], [1.862, -2.037, -0.926], [0.790, -0.993, -1.358], [-2.656, 1.137, 0.752], [-1.501, 1.923, 0.109], [-0.495, -1.139, 1.511], [4.027, -1.912, -0.632], [2.410, 1.613, 1.158], [0.445, 2.555, 1.914], [1.090, 2.974, -0.391], [-2.342, 0.830, 1.756], [-3.552, 1.750, 0.876], [-4.091, -0.395, 0.194], [2.167, -2.564, -1.833], [3.100, -1.722, 0.858], [3.142, -0.421, -0.288], [-1.607, 2.966, 0.412], [1.368, -2.775, -0.294], [-2.441, -1.002, 0.405], [-1.626, 1.905, -0.983], [-0.157, -1.209, -0.851], [0.596, -1.110, -2.428]]}

{"formula": "C6H17FeNO7P", "method": "wB97M-V/def2-TZVPD", "max_force_ha_per_bohr": 0.05066, "gap_ev": [4.44, 4.44], "charge": -1, "e_above_lowest_kcal_mol": 1.4, "homo_energy_ev": [-2.228, -2.242], "spin_multiplicity": 5, "elements": ["Fe", "P", "O", "O", "O", "O", "O", "O", "O", "N", "C", "C", "C", "C", "C", "C", "H", "H", "H", "H", "H", "H", "H", "H", "H", "H", "H", "H", "H", "H", "H", "H", "H"], "positions_angstrom": [[-0.475, -0.388, -0.593], [-2.860, -0.648, -1.825], [-2.324, 0.440, -0.777], [-0.535, -2.378, 0.312], [-3.778, -1.630, -1.124], [-1.360, -1.236, -2.117], [1.358, -1.269, -1.203], [-3.309, -0.163, -3.186], [0.025, 0.279, 1.471], [0.314, 1.628, -1.036], [-0.727, -0.142, 2.603], [1.672, -2.517, -0.567], [1.322, 3.548, 0.190], [0.990, 2.068, 0.224], [0.362, -3.237, -0.391], [0.135, 1.693, 1.417], [-0.443, 2.293, -1.199], [-0.060, -3.395, -1.391], [0.966, 1.840, -1.790], [-1.388, -2.828, 0.353], [-0.521, -1.196, 2.762], [2.383, -3.089, -1.164], [-1.789, 0.051, 2.436], [0.473, -4.186, 0.140], [1.897, 3.876, 1.056], [0.373, 4.092, 0.178], [1.864, 3.773, -0.726], [0.689, 2.015, 2.311], [2.160, -2.306, 0.392], [-0.850, 2.170, 1.390], [-0.403, 0.414, 3.492], [1.905, 1.471, 0.297], [1.935, -1.043, -1.934]]}

{"formula": "C6H17N2", "method": "wB97M-V/def2-TZVPD", "max_force_ha_per_bohr": 0.03681, "gap_ev": [4.41, 10.41], "charge": 0, "e_above_lowest_kcal_mol": 33.5, "homo_energy_ev": [-3.449, -9.616], "spin_multiplicity": 2, "elements": ["N", "N", "C", "C", "C", "C", "C", "C", "H", "H", "H", "H", "H", "H", "H", "H", "H", "H", "H", "H", "H", "H", "H", "H", "H"], "positions_angstrom": [[1.183, 0.193, -2.703], [-2.507, -0.754, 2.433], [1.107, 1.114, -1.468], [-1.194, -1.373, 2.172], [-0.493, -0.461, -0.161], [-0.245, 0.909, -0.826], [2.350, 0.867, -0.663], [-0.338, -0.387, 1.351], [-2.332, 0.114, 2.926], [2.570, 1.676, 0.043], [2.257, -0.062, -0.118], [3.252, 0.715, -1.235], [-0.666, -1.746, 3.058], [0.200, -1.227, -0.505], [-1.499, -0.821, -0.410], [-3.077, -1.341, 3.028], [-1.382, -2.200, 1.493], [-0.460, 1.678, -0.081], [2.091, 0.340, -3.210], [1.054, 2.069, -1.998], [1.237, -0.808, -2.393], [0.353, 0.283, -3.334], [-0.998, 1.064, -1.599], [0.702, -0.532, 1.686], [-0.523, 0.603, 1.784]]}

{"formula": "C6H17N2", "method": "wB97M-V/def2-TZVPD", "max_force_ha_per_bohr": 0.03799, "gap_ev": 6.78, "charge": 1, "e_above_lowest_kcal_mol": 123.6, "homo_energy_ev": -14.477, "elements": ["N", "N", "C", "C", "C", "C", "C", "C", "H", "H", "H", "H", "H", "H", "H", "H", "H", "H", "H", "H", "H", "H", "H", "H", "H"], "positions_angstrom": [[0.741, 0.389, -0.270], [0.678, 0.525, 2.818], [0.110, 1.412, 1.900], [0.976, 1.438, 0.562], [-0.511, 0.263, -0.835], [-0.659, -0.957, -1.765], [-2.075, -0.953, -2.350], [-0.269, -2.265, -1.043], [0.392, 0.724, 3.766], [-1.270, 0.287, -0.036], [-2.143, -0.259, -3.199], [5.824, -0.244, 1.659], [-2.854, -0.632, -1.648], [0.696, -2.614, -1.382], [-0.170, -2.078, 0.026], [-0.922, 1.216, 1.622], [6.404, 0.247, 1.542], [0.703, 2.397, 0.085], [-2.364, -1.932, -2.714], [-0.727, 1.189, -1.387], [0.566, -0.456, 2.591], [0.011, -0.702, -2.601], [2.043, 1.463, 0.803], [-1.061, -3.010, -1.130], [0.183, 2.420, 2.283]]}

{"formula": "C6H17N2", "method": "wB97M-V/def2-TZVPD", "smiles": "CC(C)NC[C@@H](C)[NH3+]", "max_force_ha_per_bohr": 0.05198, "gap_ev": 10.09, "charge": 1, "e_above_lowest_kcal_mol": 31.5, "homo_energy_ev": -13.323, "elements": ["N", "N", "C", "C", "C", "C", "C", "C", "H", "H", "H", "H", "H", "H", "H", "H", "H", "H", "H", "H", "H", "H", "H", "H", "H"], "positions_angstrom": [[1.873, -0.374, -1.270], [-0.370, 0.156, -0.079], [1.500, -2.504, -0.371], [-2.409, 0.816, 1.235], [1.710, -1.053, 0.087], [-1.776, 2.064, -0.707], [-1.169, 1.335, 0.470], [0.574, -0.355, 0.876], [-0.455, 1.881, 1.062], [2.365, -2.932, -0.894], [-2.329, -0.195, 1.654], [-1.165, -0.504, -0.218], [2.671, -0.860, 0.548], [-2.414, 1.503, -1.420], [2.036, 0.636, -1.272], [0.584, -2.753, -0.938], [0.987, -0.571, -1.790], [0.204, -1.065, 1.651], [-2.651, 1.472, 2.070], [2.694, -0.593, -1.834], [-2.643, 2.797, -0.507], [0.977, 0.418, 1.529], [1.511, -3.194, 0.490], [-1.044, 2.573, -1.285], [-3.316, 0.808, 0.620]]}

{"formula": "C6H17N2", "method": "wB97M-V/def2-TZVPD", "max_force_ha_per_bohr": 0.05401, "gap_ev": 5.52, "charge": 1, "e_above_lowest_kcal_mol": 151.8, "homo_energy_ev": -13.927, "elements": ["N", "N", "C", "C", "C", "C", "C", "C", "H", "H", "H", "H", "H", "H", "H", "H", "H", "H", "H", "H", "H", "H", "H", "H", "H"], "positions_angstrom": [[-1.470, -0.283, 1.032], [0.546, -0.054, -0.788], [-0.215, 0.349, 1.352], [3.417, -0.639, -0.041], [-2.448, 0.640, 0.306], [2.400, 0.096, 0.828], [-3.746, -0.107, 0.192], [0.899, -0.293, 0.525], [0.843, -1.384, 0.766], [-1.971, 1.013, -0.612], [4.427, -0.333, 0.241], [3.286, -0.281, -1.066], [0.025, 0.164, 2.412], [1.293, -0.297, -1.453], [2.330, 1.129, 0.463], [3.473, -1.727, -0.009], [-2.588, 1.508, 0.955], [0.535, -0.004, -4.550], [2.605, 0.214, 1.891], [-1.299, -1.031, 0.356], [0.213, 0.588, -4.284], [-4.169, -0.248, 1.184], [-0.255, 1.413, 1.075], [-3.710, -1.007, -0.428], [-4.420, 0.574, -0.349]]}

{"formula": "C6H17N2", "method": "wB97M-V/def2-TZVPD", "smiles": "CCCCNCC[NH3+]", "max_force_ha_per_bohr": 0.10832, "gap_ev": 9.61, "charge": 1, "e_above_lowest_kcal_mol": 79.2, "homo_energy_ev": -13.011, "elements": ["N", "N", "C", "C", "C", "C", "C", "C", "H", "H", "H", "H", "H", "H", "H", "H", "H", "H", "H", "H", "H", "H", "H", "H", "H"], "positions_angstrom": [[-0.928, 1.772, -0.316], [-1.008, -1.000, 1.576], [-0.639, 1.521, 1.174], [-1.576, 0.420, 1.692], [-0.167, 0.904, -1.419], [1.493, -0.825, -0.505], [1.316, 0.470, -1.236], [0.922, -2.066, -1.173], [-0.061, -0.936, 1.038], [-1.020, -1.692, 2.329], [1.266, -0.761, 0.613], [-0.556, 2.719, -0.277], [1.821, 0.653, -2.198], [1.729, 1.172, -0.698], [-2.498, 0.656, 1.089], [-0.156, -1.838, -1.307], [-0.754, 2.494, 1.739], [-1.027, 0.247, -1.760], [-1.923, 0.696, 2.671], [0.945, -2.902, -0.462], [0.427, 1.124, 1.277], [-1.527, -1.442, 0.748], [1.328, -2.163, -2.151], [2.608, -0.928, -0.413], [-0.016, 1.705, -2.032]]}

{"formula": "C6H17N3", "method": "wB97M-V/def2-TZVPD", "smiles": "C/[NH+]=C(\\N)[C@@H](C)[NH+](C)C", "max_force_ha_per_bohr": 0.13083, "gap_ev": 12.13, "charge": 2, "e_above_lowest_kcal_mol": 22.1, "homo_energy_ev": -19.154, "elements": ["N", "N", "N", "C", "C", "C", "C", "C", "C", "H", "H", "H", "H", "H", "H", "H", "H", "H", "H", "H", "H", "H", "H", "H", "H", "H"], "positions_angstrom": [[-0.873, -1.252, 0.295], [0.060, 2.216, 0.368], [1.822, 0.769, -0.129], [-2.002, -2.156, -0.014], [-0.745, -0.100, -0.647], [-0.948, -0.846, 1.784], [2.808, 1.822, 0.365], [-0.274, -0.629, -1.932], [0.558, 1.128, -0.059], [-1.897, -0.284, 2.072], [2.685, 1.910, 1.411], [2.335, 0.232, -0.827], [-2.953, -1.778, 0.095], [2.741, 2.783, -0.138], [-0.073, -1.818, 0.186], [-2.041, -3.105, 0.521], [-0.830, -1.772, 2.301], [-0.553, -1.638, -2.323], [0.813, 2.968, 0.621], [3.926, 1.492, 0.254], [-0.581, -0.030, -2.802], [-1.895, -2.309, -1.171], [-0.924, 2.460, 0.527], [-0.238, 0.020, 2.037], [0.800, -0.595, -2.188], [-1.721, 0.512, -0.608]]}

Q: Which value of charge does entry 6 give?
A: +1

Q: What is the formula in the second record?
A: C6H17FeNO7P

Repeat the eighth record exactly.
{"formula": "C6H17N3", "method": "wB97M-V/def2-TZVPD", "smiles": "C/[NH+]=C(\\N)[C@@H](C)[NH+](C)C", "max_force_ha_per_bohr": 0.13083, "gap_ev": 12.13, "charge": 2, "e_above_lowest_kcal_mol": 22.1, "homo_energy_ev": -19.154, "elements": ["N", "N", "N", "C", "C", "C", "C", "C", "C", "H", "H", "H", "H", "H", "H", "H", "H", "H", "H", "H", "H", "H", "H", "H", "H", "H"], "positions_angstrom": [[-0.873, -1.252, 0.295], [0.060, 2.216, 0.368], [1.822, 0.769, -0.129], [-2.002, -2.156, -0.014], [-0.745, -0.100, -0.647], [-0.948, -0.846, 1.784], [2.808, 1.822, 0.365], [-0.274, -0.629, -1.932], [0.558, 1.128, -0.059], [-1.897, -0.284, 2.072], [2.685, 1.910, 1.411], [2.335, 0.232, -0.827], [-2.953, -1.778, 0.095], [2.741, 2.783, -0.138], [-0.073, -1.818, 0.186], [-2.041, -3.105, 0.521], [-0.830, -1.772, 2.301], [-0.553, -1.638, -2.323], [0.813, 2.968, 0.621], [3.926, 1.492, 0.254], [-0.581, -0.030, -2.802], [-1.895, -2.309, -1.171], [-0.924, 2.460, 0.527], [-0.238, 0.020, 2.037], [0.800, -0.595, -2.188], [-1.721, 0.512, -0.608]]}